126
Properties=species:S:1:pos:R:3:mulliken_charge:R:1 method="wB97M-V/def2-TZVPD" e_above_lowest_kcal_mol=15.7 total_energy_ev=-58766.1501 spin_multiplicity=1 smiles=COC[C@H](C)N.COC[C@H](C)N.COC[C@H](C)N.COC[C@H](C)N.COC[C@H](C)N.COC[C@H](C)N.CCO.CCO.CO total_charge=0 e_homo_ha=-0.319
C -0.34138 0.25257 -0.81857 -0.339
O 0.28837 -0.51323 0.18280 0.505
H 0.24005 0.17840 -1.73756 0.064
H -1.36539 -0.07986 -0.98883 0.016
H -0.39942 1.29861 -0.51769 0.164
H 0.58557 -1.34167 -0.20054 -0.227
C 1.07243 2.00562 -4.11851 -1.047
C -0.40812 1.99255 -4.06073 -0.254
O -0.84618 0.67197 -4.12729 -0.261
H 1.41106 3.02509 -3.93381 0.433
H 1.48256 1.58053 -5.03458 0.340
H 1.52493 1.47196 -3.28272 -0.019
H -0.70633 2.43982 -5.00895 0.391
H -0.75583 2.50735 -3.16509 0.316
H -1.80180 0.69059 -4.21690 0.163
C 0.62105 -1.87227 -6.75909 -1.229
C 1.26475 -1.94570 -5.39345 0.053
O 0.31278 -1.93422 -4.40047 -0.331
H 0.08566 -0.93653 -6.91984 0.265
H -0.15636 -2.63611 -6.74238 0.274
H 1.36191 -2.01946 -7.54494 0.398
H 2.03068 -1.20154 -5.17510 0.370
H 1.80435 -2.88221 -5.25248 0.086
H -0.01936 -1.03444 -4.35929 0.119
C -6.00686 -1.00409 4.39411 -1.365
C -4.60065 -1.42571 4.88419 0.445
C -3.52393 -0.89913 3.85354 -0.284
O -3.85174 -1.38360 2.55015 -0.408
C -2.78992 -1.14210 1.61003 -0.282
N -4.52061 -0.93710 6.25809 -0.720
H -6.80128 -1.34629 5.05736 0.386
H -6.24306 -1.29086 3.36938 0.310
H -6.08579 0.08305 4.39005 0.343
H -4.47642 -2.49953 5.02407 0.257
H -2.49817 -1.06510 4.18273 0.156
H -3.55727 0.18864 3.79222 0.179
H -2.61964 -0.08478 1.40709 0.136
H -2.92799 -1.66842 0.66556 0.283
H -1.84926 -1.57963 1.94442 0.078
H -3.62361 -1.22223 6.62442 0.232
H -5.24129 -1.22328 6.90524 0.222
C -3.51852 -1.51924 -5.21699 -1.451
C -4.15113 -0.42532 -4.35079 0.320
C -3.96223 -0.62958 -2.81854 -0.043
O -4.66098 -1.71730 -2.27376 -0.412
C -6.05511 -1.52415 -2.02965 -0.762
N -3.61977 0.84357 -4.85174 -0.734
H -3.66760 -1.33252 -6.28048 0.478
H -4.08283 -2.44412 -5.09754 0.368
H -2.44642 -1.60028 -5.03774 0.152
H -5.21971 -0.42247 -4.56582 0.591
H -4.20527 0.28789 -2.28255 0.569
H -2.91077 -0.85498 -2.64044 -0.456
H -6.62909 -2.36155 -1.63291 0.308
H -6.56060 -1.22572 -2.94808 0.278
H -6.19291 -0.70591 -1.32282 0.315
H -3.87767 0.85002 -5.82824 0.254
H -4.21228 1.58217 -4.50031 0.223
C 2.99853 2.01758 -0.27401 -1.089
C 3.78975 3.19432 0.40493 1.120
C 4.30825 2.92824 1.83443 -1.078
O 3.19324 2.37124 2.64812 -0.097
C 2.82165 3.16446 3.74773 -1.044
N 4.90581 3.51281 -0.48458 -0.759
H 2.16651 1.64337 0.32250 0.049
H 3.71503 1.20575 -0.39914 0.544
H 2.64745 2.23669 -1.28239 0.195
H 3.11808 4.05031 0.33977 -0.225
H 4.71872 3.80222 2.34015 0.461
H 5.08492 2.16412 1.86617 0.182
H 1.96664 2.65988 4.19768 0.333
H 2.51108 4.14093 3.37605 0.401
H 3.67905 3.25332 4.41487 0.330
H 5.52381 2.72423 -0.61231 0.284
H 5.44946 4.18437 0.03845 0.278
C 1.13148 -2.07991 3.30499 -1.155
C 1.71588 -0.76862 3.81673 0.415
C 3.28606 -0.66459 3.77164 -0.413
O 3.85747 -1.67338 4.62206 -0.431
C 5.27537 -1.70459 4.62942 -0.710
N 1.00775 0.34491 3.23106 -0.034
H 1.32962 -2.17560 2.23743 0.024
H 0.04750 -2.19075 3.33320 0.116
H 1.53629 -2.89051 3.91092 0.505
H 1.58338 -0.81937 4.89746 0.238
H 3.57422 0.29363 4.20394 0.348
H 3.63744 -0.81027 2.75017 0.317
H 5.62586 -0.71654 4.92776 0.291
H 5.64767 -1.94053 3.63252 0.270
H 5.62730 -2.46277 5.32900 0.253
H 0.58737 0.09225 2.34814 -0.135
H 1.67576 1.01844 2.88433 -0.037
C 2.87098 -3.26754 -0.07574 -1.615
C 2.29839 -3.27141 -1.49302 0.922
C 2.34522 -4.65484 -2.20591 -0.840
O 3.69046 -5.05294 -2.50867 -0.398
C 4.25352 -4.49559 -3.70588 -0.645
N 0.87894 -2.92264 -1.41760 -0.352
H 3.01691 -2.24675 0.27750 0.080
H 3.82528 -3.79424 -0.07654 0.526
H 2.28170 -3.82074 0.65559 0.357
H 2.82448 -2.55486 -2.12380 0.111
H 1.77075 -4.77026 -3.12501 0.424
H 2.03923 -5.45874 -1.53641 0.346
H 3.59918 -4.61012 -4.57006 0.258
H 5.13298 -5.11191 -3.89244 0.279
H 4.42702 -3.42100 -3.64879 0.261
H 0.55624 -2.85132 -2.37200 0.051
H 0.23890 -3.58723 -1.00678 0.241
C -2.17248 4.79580 3.33358 -1.564
C -1.50315 3.46794 2.88761 0.581
C -0.33105 3.77458 1.95382 0.351
O -0.79133 4.36284 0.79983 -0.417
C 0.16311 4.64056 -0.20463 -0.430
N -1.13402 2.76171 4.11160 -0.579
H -2.53402 5.26371 2.41791 0.325
H -1.47129 5.47076 3.82437 0.311
H -2.94134 4.59014 4.07834 0.461
H -2.24349 2.88636 2.33829 0.031
H 0.13282 2.81651 1.71923 -0.128
H 0.40731 4.32053 2.54107 0.065
H 0.45930 3.72053 -0.70852 -0.063
H 1.05528 5.12567 0.19135 0.325
H -0.25724 5.24111 -1.01132 0.325
H -1.96364 2.68445 4.68244 0.336
H -0.76480 1.84515 3.90259 0.103